82
Properties=species:S:1:pos:R:3 method="wB97M-V/def2-TZVPD" orbital_gap_ha="0.1593 / 0.2094" charge=-2 lumo_energy_ev="4.1 / 4.1" s_squared=15.809 multiplicity=8 homo_energy_ev="-0.21 / -1.57"
Eu 0.4723 0.6019 0.4019
Br 2.8980 -0.1087 5.5540
Se -1.5806 0.8718 -1.6572
S -4.4824 -1.5215 2.0078
O 1.4245 -1.0233 1.9330
O -2.3684 2.2272 -2.1011
O -1.7939 0.5703 -0.0196
O 2.1586 1.0034 2.4047
O -2.0354 -0.4394 -2.5148
O 0.0774 1.1189 -1.7244
N 2.8894 1.5833 -0.2602
N 1.5209 -1.8501 -1.8637
N -4.7629 0.4767 0.3354
N -0.1768 -1.8506 -0.2303
N 2.0047 -0.8210 -1.1459
N -0.2375 2.6447 1.4752
N -2.0651 -3.2154 -0.5548
N -4.7336 -1.6178 -0.6721
C -5.0993 0.3726 -1.9499
C 3.3887 2.6771 0.3148
C -0.9372 1.3197 3.4620
C -1.6105 -3.7119 -1.7759
C -1.9050 -5.1024 -3.7108
C 3.2363 -0.4351 -1.4794
C 4.4453 -1.3799 1.9118
C -0.3662 -3.2694 -2.2466
C -0.6821 -4.6611 -4.2004
C 2.2946 -0.2293 2.3878
C -0.7333 2.6228 2.7487
C 4.6971 3.0997 0.2030
C -4.9823 1.1317 -0.8228
C -4.8888 -1.0030 -1.8306
C 6.0760 -1.8879 3.6012
C 0.2507 4.3394 -0.2857
C 4.0127 -0.8209 4.1849
C 0.0746 -3.7534 -3.4739
C -4.6705 -0.8801 0.4594
C 5.1037 1.1547 -1.1358
C 5.2364 -1.3515 4.5655
C 0.3754 -2.2967 -1.4468
C -2.3670 -4.6269 -2.4900
C 3.7398 0.7694 -0.9679
C -0.9621 3.9070 3.2000
C -1.3277 -2.2960 0.1197
C 5.5699 2.2985 -0.5618
C 5.6774 -1.9000 2.2708
C -0.5806 4.7751 2.1325
C -0.1541 3.9570 1.1044
C -4.7696 -1.8292 -3.0650
C -5.0264 2.6208 -0.7772
C 3.5988 -0.8197 2.8655
H -3.7881 -1.6195 -3.4969
H -5.8281 2.9902 -1.4149
H -4.8333 -2.8892 -2.8283
H 6.3244 -2.3171 1.5099
H -4.5125 0.9985 1.1664
H 6.6114 2.5774 -0.6811
H -0.0487 0.9940 4.0097
H 2.6782 3.2497 0.9034
H 3.8171 -1.0299 -2.1805
H -2.4996 -5.8111 -4.2724
H -5.5370 -1.5594 -3.7914
H -0.6269 5.8549 2.1147
H 0.9478 3.6237 -0.7299
H -3.3172 -4.9559 -2.0858
H 5.5211 -1.3415 5.6082
H -0.3208 -5.0165 -5.1570
H -5.2274 0.8387 -2.9142
H -3.0540 -3.2461 -0.3319
H 7.0353 -2.2952 3.8946
H -1.1912 0.5120 2.7612
H -5.1767 2.9789 0.2405
H -1.7751 1.3768 4.1600
H -0.6043 4.3847 -0.9666
H 5.7588 0.5057 -1.7053
H 1.0201 -3.3844 -3.8466
H -4.0632 2.9825 -1.1482
H -1.3437 4.1844 4.1727
H 4.1169 -1.3950 0.8787
H 0.7452 5.3159 -0.2910
H -1.7769 -1.9526 1.0481
H 5.0245 4.0038 0.6949

---

55
Properties=species:S:1:pos:R:3 method="wB97M-V/def2-TZVPD" smiles="CCOP(=O)(CCC[C@@]1([PH2]=O)OS(=O)(=O)O[C@]1(O)COc1ccccc1)OCC" orbital_gap_ha=0.3552 lumo_energy_ev=0.2 homo_energy_ev=-9.50
S 1.5304 1.1317 -2.2258
P -3.8615 0.5112 -0.2792
P 0.6929 -0.3329 1.5944
O 2.2312 0.1904 -3.0104
O 0.7359 2.0894 -2.9049
O 2.5265 2.4855 1.0116
O 2.4752 1.9249 -1.2074
O -4.4713 1.8451 -0.1861
O -0.0057 -1.5721 1.1910
O 3.4535 -0.6271 -0.5220
O -4.0804 -0.1669 -1.7058
O -4.4814 -0.5827 0.6870
O 0.7218 0.3332 -1.1002
C -0.0396 2.1022 0.4286
C 5.1359 -4.1577 0.8951
C 4.0306 -1.7928 -0.0417
C -2.0889 0.5231 0.1293
C -1.5284 1.9407 0.0520
C 5.9194 -3.2390 0.2006
C -3.6618 0.5719 -2.8595
C 5.3783 -2.0440 -0.2643
C 2.3308 1.4292 0.1425
C -5.5966 -0.1603 1.4985
C -5.1861 0.7416 2.6611
C 0.8738 0.8792 0.1930
C -2.2144 0.2995 -3.2652
C 3.7842 -3.9016 1.1103
C 3.5004 0.4629 0.3663
C 3.2307 -2.7171 0.6251
H 3.5821 0.1388 1.3977
H 5.5637 -5.0799 1.2542
H -4.1120 0.8791 2.6899
H -1.8374 -0.5697 -2.7367
H 1.9538 -0.5951 2.1479
H -6.0172 -1.0745 1.9016
H -2.1189 0.1358 -4.3313
H 5.9699 -1.3242 -0.8040
H -6.3613 0.3001 0.8875
H -5.6265 1.7209 2.5114
H -1.7341 2.4012 -0.9061
H -2.0953 2.5253 0.7693
H 3.3636 2.9031 0.7863
H -3.8494 1.6328 -2.7377
H 6.9561 -3.4726 0.0242
H 0.3631 2.8974 -0.1903
H -0.0528 0.3612 2.5652
H -2.0375 0.1397 1.1443
H 4.4067 1.0424 0.1648
H -1.5924 1.1504 -3.0113
H 2.1720 -2.5511 0.7594
H -1.6029 -0.1902 -0.5262
H 0.0746 2.4452 1.4494
H 3.1432 -4.5873 1.6357
H -5.5427 0.3596 3.6099
H -4.3042 0.2439 -3.6689

---

65
Properties=species:S:1:pos:R:3 method="wB97M-V/def2-TZVPD" orbital_gap_ha="0.2350 / 0.3049" charge=+1 lumo_energy_ev="-4.0 / -2.2" s_squared=6.212 multiplicity=5 homo_energy_ev="-10.35 / -10.49"
Mn -0.1145 -0.4585 0.1095
S 0.4249 -0.7751 2.2337
S -2.1984 -1.0694 0.7112
O -0.3168 -0.8467 -1.8813
N -1.3111 -0.8516 -3.9794
N 1.7260 0.8562 0.1185
N -1.1048 1.7117 0.1015
N -2.5031 -1.2916 -4.5103
C -2.9953 2.8503 1.2199
C -2.9596 -0.9302 -5.8246
C -0.2794 -0.3499 -4.7993
C 3.7448 1.3492 1.4890
C -2.3249 1.6803 0.8960
C -2.9147 0.4493 1.2008
C -0.0294 2.5371 0.6840
C -2.4880 -1.8445 -2.3677
C -1.4830 2.1975 -1.2336
C 1.3108 2.2719 -0.0154
C 1.9939 -0.0211 2.3941
C -4.8145 1.5872 2.1392
C 0.9514 -0.4478 -6.8588
C 2.5156 0.7225 1.3390
C -3.2252 -1.8656 -3.5247
C 3.9184 0.4998 3.7319
C 0.4166 0.7952 -4.4370
C -4.2415 2.8086 1.8189
C 2.7082 -0.1447 3.5853
C 2.5364 0.4108 -1.0255
C -4.1477 0.4156 1.8502
C 1.3600 1.3281 -5.2973
C 0.0292 -1.0014 -5.9899
C 1.6014 0.7304 -6.5241
C -1.2779 -1.1645 -2.6355
C -4.5914 -2.3965 -3.7318
C 4.4375 1.2454 2.6827
H -4.7714 3.7273 2.0123
H 1.9385 0.4105 -1.9377
H -4.0137 -0.6549 -5.7797
H -0.6325 2.1432 -1.9109
H -5.2571 -1.6166 -4.1003
H 4.4619 0.4314 4.6611
H 0.0578 2.2762 1.7429
H -2.5434 3.8042 0.9941
H 1.2306 2.5165 -1.0752
H -1.8437 3.2333 -1.2023
H -4.5720 -0.5439 2.0972
H 2.8864 -0.6057 -0.8322
H 1.1531 -0.9327 -7.8025
H 1.8868 2.2287 -5.0180
H -2.2846 1.5692 -1.6230
H 2.2990 1.1804 -7.2135
H -0.4546 -1.9364 -6.2248
H -2.3885 -0.0790 -6.1935
H 3.4104 1.0500 -1.1807
H 2.0688 2.9325 0.4224
H -2.7740 -2.2360 -1.4133
H -4.5894 -3.2099 -4.4559
H -4.9793 -2.7651 -2.7861
H 2.2895 -0.7412 4.3790
H 0.2041 1.2625 -3.4901
H -2.8429 -1.7601 -6.5251
H -0.2592 3.6085 0.6051
H 5.3827 1.7540 2.7868
H 4.1770 1.9158 0.6755
H -5.7839 1.5511 2.6090

---

118
Properties=species:S:1:pos:R:3 method="wB97M-V/def2-TZVPD" orbital_gap_ha=0.2313 relative_energy_kcal_mol=7.1 charge=-2 lumo_energy_ev=3.1 homo_energy_ev=-3.22
Pb -1.2185 0.9868 -0.5253
Te 0.7376 -2.6299 3.3467
Br 0.1436 -1.4882 -0.4159
Cl 3.5883 0.9098 5.7555
S -0.5551 -1.1517 -8.0033
P 0.5743 2.4220 -2.4241
Si -0.0634 -2.8932 6.5961
Si 2.5711 -4.5326 1.3160
O 0.6460 1.7679 0.7549
O -3.1725 4.7171 -2.3350
O -1.5461 -0.5283 -8.8701
O -0.4126 -2.5906 -8.1865
O -2.4897 2.5885 -2.2043
O 0.7237 -0.4381 -7.9749
N -3.6346 2.1336 0.8988
N -1.6352 0.7933 2.1594
N -2.7567 -0.4972 -2.4569
C 3.3301 1.6766 3.1437
C -4.5621 2.7435 0.2053
C 1.2578 4.4748 -0.7269
C -1.2035 -0.9589 -6.3459
C -3.9936 1.1015 1.7094
C 2.9547 -1.0870 -4.1832
C 3.4477 5.4004 -0.3741
C 0.7686 3.8086 -4.8144
C -2.9545 0.3853 2.3851
C 0.6029 1.0578 3.0489
C -5.9362 2.4072 0.3060
C -0.0947 3.4716 -3.7674
C -1.8635 0.2084 -5.9816
C 1.2337 1.5630 1.8643
C -0.8814 5.2579 -5.7600
C 2.6821 1.1694 4.2777
C -3.2761 -0.7352 3.1156
C 1.3468 0.8806 4.2282
C -1.0311 -1.9549 -5.3977
C 3.4124 -2.9874 0.6947
C 1.6453 -2.1984 6.9621
C -0.5297 -4.1205 7.9449
C 3.1944 -0.6330 -2.8913
C 1.7711 3.5758 -1.6604
C -6.3152 1.3900 1.1294
C -1.7270 4.9618 -4.7074
C 1.3388 0.6591 -4.4976
C -1.3640 4.0561 -3.7097
C -0.8004 0.7339 3.1270
C 3.1324 3.6030 -1.9442
C -2.2215 -0.6512 -3.7594
C -4.6186 -1.1364 3.2738
C -5.3302 0.6789 1.8591
C -5.6292 -0.4416 2.6719
C 3.5363 -5.2387 2.7702
C 2.5115 -5.8172 -0.0536
C 1.5931 1.1419 -3.2148
C 2.0201 -0.4492 -4.9856
C 3.9672 4.5082 -1.3004
C -1.5316 -1.8065 -4.1117
C 0.3790 4.6766 -5.8174
C -2.4282 3.7705 -2.6422
C -2.3605 0.3722 -4.6974
C 0.8181 -4.1989 1.8952
C 2.5081 0.4657 -2.4025
C -0.0578 -3.8011 4.9598
C -1.3502 -1.5209 6.5729
C 2.0875 5.3855 -0.0932
C 2.6276 1.8753 1.9864
H 3.5144 -6.0513 -0.4207
H -1.2024 5.9431 -6.5358
H 0.1822 -4.9483 7.9888
H -2.1813 -1.7546 5.9034
H -2.4701 -1.3293 3.5308
H 1.9680 -2.4571 7.9741
H -3.5422 0.1398 -2.4334
H -1.0699 -4.1058 4.6849
H 4.4036 -3.2308 0.2994
H 2.6543 0.7793 -1.3740
H -0.5120 -2.8606 -5.6856
H 2.8269 -2.5060 -0.0915
H 3.6000 -4.5085 3.5798
H 4.3864 1.9116 3.1907
H 4.0998 6.1016 0.1330
H -4.8395 -2.0193 3.8618
H -0.9253 -0.5696 6.2435
H 3.8948 -1.1526 -2.2480
H -1.3834 -2.5859 -3.3717
H 0.5989 1.1309 -5.1313
H 5.0271 4.5118 -1.5265
H 3.1118 2.2798 1.1042
H 3.4805 -1.9567 -4.5598
H -4.2419 3.5102 -0.4979
H -2.9668 -1.3696 -1.9947
H -6.6542 2.9529 -0.2922
H -0.5382 -3.6312 8.9229
H -1.9970 0.9887 -6.7214
H -7.3557 1.0970 1.2218
H 2.3835 -2.5919 6.2593
H -1.1572 0.4386 4.1246
H -1.5235 -4.5418 7.7727
H 0.1603 -3.8962 1.0811
H 0.5604 -4.6980 5.0609
H 1.6722 6.0708 0.6353
H 1.6787 -1.1106 6.8707
H -2.8624 1.2890 -4.4102
H -1.7651 -1.3651 7.5727
H 3.0592 -6.1422 3.1610
H 0.2022 4.4490 -0.4788
H 1.0546 4.8971 -6.6345
H -6.6621 -0.7546 2.7752
H 1.9222 -5.4553 -0.8992
H 1.7590 3.3712 -4.8457
H 2.0571 -6.7467 0.3012
H 3.5463 2.9084 -2.6646
H 3.5410 -2.2574 1.4991
H 0.8464 0.4962 5.1118
H 0.4051 -5.0897 2.3773
H 1.7956 -0.7949 -5.9877
H -2.7025 5.4225 -4.6254
H 4.5531 -5.5015 2.4658